{"formula": "C19H31AsBCsN4OS4", "method": "ωB97M-V/def2-TZVPD", "e_homo_ev": -6.9, "symbols": ["Cs", "C", "N", "C", "C", "N", "B", "N", "C", "C", "N", "C", "C", "S", "C", "S", "H", "H", "H", "H", "H", "H", "H", "H", "H", "H", "H", "H", "C", "As", "C", "C", "S", "H", "H", "H", "H", "H", "H", "H", "H", "H", "C", "C", "C", "C", "C", "C", "C", "S", "C", "O", "H", "H", "H", "H", "H", "H", "H", "H", "H", "H"], "xyz": [[-0.567, 0.360, -0.376], [1.685, 2.826, 4.098], [2.276, 1.608, 3.588], [3.622, 1.287, 3.646], [3.723, 0.016, 3.212], [2.462, -0.441, 2.892], [2.208, -1.901, 2.406], [3.057, -2.172, 1.096], [3.679, -3.390, 0.907], [4.254, -3.393, -0.314], [3.977, -2.161, -0.874], [4.424, -1.701, -2.174], [3.239, -1.421, -0.005], [2.668, 0.158, -0.354], [1.572, 0.537, 3.140], [-0.131, 0.508, 2.988], [2.492, 3.492, 4.398], [1.044, 2.614, 4.953], [1.072, 3.299, 3.331], [4.363, 1.991, 3.978], [4.591, -0.605, 3.079], [1.038, -2.092, 2.201], [2.666, -2.661, 3.238], [3.655, -4.146, 1.670], [4.829, -4.140, -0.830], [4.828, -2.555, -2.714], [5.189, -0.933, -2.071], [3.586, -1.276, -2.721], [-3.025, -1.204, 2.680], [-3.787, 0.173, 1.581], [-5.621, 0.232, 2.150], [-3.124, 1.891, 2.156], [-3.678, -0.188, -0.479], [-2.989, -0.874, 3.717], [-2.015, -1.433, 2.350], [-3.674, -2.072, 2.572], [-5.684, 0.367, 3.229], [-6.091, -0.703, 1.855], [-6.109, 1.057, 1.635], [-3.155, 1.928, 3.245], [-3.794, 2.634, 1.727], [-2.098, 2.070, 1.841], [-1.309, 9.270, -0.249], [-0.895, 7.832, -0.096], [-0.569, 7.310, 1.151], [-0.193, 5.981, 1.293], [-0.123, 5.176, 0.169], [-0.451, 5.666, -1.087], [-0.834, 6.990, -1.207], [0.366, 3.477, 0.339], [2.126, 3.682, 0.161], [-0.108, 2.772, -0.913], [-1.411, 9.757, 0.721], [-2.265, 9.349, -0.769], [-0.575, 9.831, -0.830], [-0.626, 7.945, 2.027], [0.036, 5.580, 2.274], [-0.424, 5.003, -1.942], [-1.098, 7.377, -2.185], [2.316, 4.091, -0.831], [2.590, 2.702, 0.286], [2.469, 4.366, 0.938]]}


{"formula": "C19H31F7N3O6", "method": "ωB97M-V/def2-TZVPD", "e_homo_ev": -11.9, "total_charge": 1, "symbols": ["C", "C", "F", "C", "O", "C", "C", "C", "C", "C", "C", "N", "N", "C", "O", "C", "N", "H", "H", "H", "H", "H", "H", "H", "H", "H", "H", "H", "H", "H", "H", "H", "H", "H", "H", "H", "H", "H", "C", "C", "O", "C", "O", "C", "F", "F", "F", "H", "H", "H", "H", "H", "C", "C", "O", "C", "O", "C", "F", "F", "F", "H", "H", "H", "H", "H"], "xyz": [[-2.675, 4.938, -0.941], [-2.594, 3.824, 0.271], [-4.002, 3.296, 0.425], [-1.695, 2.475, -0.145], [-1.909, 1.497, 0.898], [-0.775, 1.178, 1.735], [0.506, 2.184, 1.708], [0.327, 3.593, 2.522], [1.026, 4.902, 1.809], [1.263, 6.154, 2.889], [2.239, 7.333, 2.295], [2.045, 7.646, 0.828], [0.939, 2.315, 0.265], [-0.182, 2.830, -0.593], [0.030, 2.268, -1.966], [0.897, 3.305, -2.612], [1.455, 4.358, -3.172], [-2.638, 4.450, -2.023], [-3.689, 5.540, -0.755], [-1.806, 5.710, -0.755], [-2.308, 4.260, 1.318], [-2.251, 2.064, -1.121], [-0.381, 0.071, 1.527], [-1.161, 1.145, 2.864], [1.395, 1.604, 2.256], [-0.804, 3.823, 2.829], [0.889, 3.464, 3.568], [2.120, 4.616, 1.442], [0.378, 5.352, 0.941], [0.195, 6.652, 3.042], [1.675, 5.788, 3.928], [3.375, 7.016, 2.449], [1.994, 8.344, 2.881], [2.838, 7.288, 0.246], [1.113, 7.349, 0.464], [1.860, 2.833, 0.139], [1.149, 1.326, -0.069], [-0.054, 4.005, -0.718], [-1.763, -3.163, -0.791], [-2.533, -3.586, 0.447], [-1.981, -4.788, 1.005], [-0.853, -4.636, 1.769], [-0.313, -3.554, 1.983], [-0.402, -5.981, 2.337], [-0.395, -6.972, 1.399], [-1.216, -6.414, 3.341], [0.857, -5.944, 2.856], [-1.727, -3.982, -1.518], [-2.228, -2.291, -1.259], [-0.726, -2.912, -0.546], [-3.569, -3.808, 0.175], [-2.562, -2.786, 1.198], [1.063, -7.332, -1.065], [2.073, -7.670, -2.146], [1.504, -7.484, -3.451], [1.460, -6.193, -3.909], [1.866, -5.225, -3.271], [0.878, -6.143, -5.322], [-0.253, -6.895, -5.452], [1.755, -6.613, -6.255], [0.542, -4.883, -5.716], [0.142, -7.909, -1.205], [1.469, -7.546, -0.073], [0.782, -6.275, -1.102], [2.350, -8.726, -2.068], [2.995, -7.086, -2.035]]}


{"formula": "C19H31F9N3O8PS", "method": "ωB97M-V/def2-TZVPD", "e_homo_ev": -8.2, "symbols": ["C", "C", "C", "C", "N", "C", "N", "N", "C", "C", "C", "C", "O", "O", "S", "O", "O", "C", "F", "F", "C", "F", "F", "C", "F", "F", "C", "F", "F", "F", "H", "H", "H", "H", "H", "H", "H", "H", "H", "H", "H", "H", "H", "H", "H", "H", "O", "P", "O", "C", "C", "O", "C", "C", "O", "C", "C", "H", "H", "H", "H", "H", "H", "H", "H", "H", "H", "H", "H", "H", "H", "H"], "xyz": [[0.983, -1.543, 1.254], [0.224, -1.703, 2.588], [-1.158, -2.313, 2.264], [0.052, -0.350, 3.347], [1.239, 0.562, 3.238], [2.249, -0.006, 3.963], [3.054, -0.956, 3.477], [2.474, 0.448, 5.237], [3.076, 1.803, 5.049], [2.163, 2.709, 4.212], [0.941, 1.936, 3.649], [-0.166, 2.000, 4.809], [-1.364, 2.025, 4.484], [0.253, 1.984, 5.982], [0.238, 2.951, 2.270], [-0.149, 4.183, 2.882], [-0.860, 2.325, 1.603], [1.549, 3.438, 1.017], [0.868, 3.887, -0.057], [2.266, 4.474, 1.460], [2.426, 2.279, 0.481], [1.567, 1.315, 0.087], [3.240, 1.755, 1.419], [3.310, 2.650, -0.768], [3.461, 3.967, -0.940], [4.549, 2.150, -0.559], [2.835, 2.051, -2.131], [3.648, 2.588, -3.065], [1.604, 2.407, -2.463], [3.009, 0.736, -2.226], [0.362, -0.933, 0.588], [1.948, -1.046, 1.334], [1.116, -2.521, 0.777], [0.801, -2.384, 3.228], [-1.096, -2.992, 1.410], [-1.488, -2.924, 3.114], [-1.919, -1.547, 2.097], [-0.820, 0.123, 2.890], [-0.173, -0.617, 4.387], [3.275, -1.783, 4.012], [3.483, -0.874, 2.570], [3.135, -0.166, 5.702], [3.980, 1.618, 4.438], [3.425, 2.245, 5.980], [2.787, 3.179, 3.448], [1.721, 3.448, 4.879], [-4.246, -0.402, -3.910], [-3.174, -1.326, -3.434], [-2.530, -1.865, -4.853], [-2.245, -0.968, -5.921], [-0.887, -0.306, -5.780], [-4.075, -2.622, -2.989], [-5.493, -2.505, -2.851], [-6.208, -2.807, -4.156], [-1.991, -1.886, -2.460], [-0.685, -2.323, -2.814], [0.345, -1.227, -2.595], [-3.022, -0.209, -6.022], [-2.258, -1.564, -6.836], [-0.871, 0.354, -4.910], [-0.659, 0.295, -6.661], [-0.097, -1.049, -5.661], [-5.761, -1.520, -2.474], [-5.804, -3.222, -2.089], [-5.724, -2.347, -5.015], [-7.243, -2.464, -4.110], [-6.218, -3.883, -4.344], [-0.634, -2.737, -3.817], [-0.459, -3.152, -2.139], [-0.015, -0.261, -2.947], [1.284, -1.469, -3.096], [0.553, -1.109, -1.532]]}


{"formula": "C19H31F9OP2Sn", "method": "ωB97M-V/def2-TZVPD", "e_homo_ev": [-13.9, -13.9], "total_charge": 2, "symbols": ["P", "P", "C", "C", "H", "H", "H", "H", "C", "H", "H", "H", "C", "H", "H", "H", "C", "H", "H", "H", "C", "H", "H", "H", "Sn", "C", "C", "C", "C", "C", "C", "C", "C", "C", "H", "H", "H", "H", "H", "H", "H", "H", "H", "H", "H", "H", "H", "H", "H", "F", "C", "F", "F", "C", "O", "C", "F", "F", "F", "C", "F", "F", "F"], "xyz": [[0.272, -4.415, -3.022], [-2.387, -4.292, 0.015], [-0.664, -5.511, -1.950], [-2.120, -5.127, -1.591], [0.039, -5.517, -0.906], [-0.633, -6.510, -2.417], [-2.628, -4.567, -2.399], [-2.673, -6.081, -1.511], [-2.970, -5.748, 0.985], [-3.160, -5.468, 2.026], [-2.265, -6.586, 0.961], [-3.912, -6.086, 0.543], [-3.847, -3.241, -0.015], [-4.751, -3.850, 0.155], [-3.964, -2.724, -0.979], [-3.801, -2.485, 0.779], [1.578, -5.534, -3.648], [2.476, -4.954, -3.929], [1.171, -6.052, -4.534], [1.839, -6.286, -2.876], [-0.601, -3.701, -4.387], [-1.664, -3.559, -4.141], [-0.516, -4.412, -5.228], [-0.149, -2.743, -4.673], [-2.122, 0.386, -1.486], [-0.647, -4.076, 0.768], [0.253, -5.232, 0.464], [1.701, -5.140, 0.921], [2.438, -3.903, 0.348], [2.286, -3.865, -1.096], [1.222, -3.311, -1.877], [-0.027, -2.580, -1.258], [-0.189, -2.648, 0.233], [-0.336, 0.777, -2.660], [-0.692, -3.951, 1.875], [-0.162, -6.195, 0.748], [2.156, -6.079, 0.561], [1.823, -5.157, 2.024], [2.096, -2.976, 0.841], [3.523, -3.963, 0.534], [3.157, -4.174, -1.674], [1.690, -2.580, -2.561], [-0.950, -2.999, -1.700], [-0.052, -1.536, -1.609], [0.697, -2.198, 0.710], [-1.018, -1.976, 0.506], [-0.484, 1.774, -3.110], [-0.323, 0.012, -3.455], [0.551, 0.723, -2.007], [-1.597, 3.343, -1.380], [-1.576, 3.484, -0.011], [-1.175, 4.750, 0.269], [-2.858, 3.342, 0.410], [-0.663, 2.375, 0.595], [-0.998, 1.110, 0.129], [0.860, 2.710, 0.292], [1.382, 3.635, 1.144], [1.596, 1.577, 0.384], [1.015, 3.197, -0.972], [-0.810, 2.265, 2.161], [-0.564, 3.428, 2.825], [-2.058, 1.860, 2.490], [0.054, 1.323, 2.620]]}


Let's list total energy in order: -133620.381; -55968.593; -85634.690; -71100.593 eV.